*w*
Molecular formula: C5H10N2S
Method: DFT, wB97M-V/def2-TZVPD

Calculated values
* gap between HOMO and LUMO: 8.7 eV
* LUMO energy: 0.7 eV
* E_HOMO: -7.98 eV

Geometry (Å):
C: -0.6582 1.3024 1.0899
C: -1.0688 0.6687 -0.1076
C: 0.0403 0.7961 -0.9875
N: 1.3169 0.2628 -0.5226
N: 1.5867 -0.5718 0.6023
C: 0.8203 -1.5535 0.6910
C: -0.1149 -1.8244 -0.3600
S: -1.6939 -0.9655 0.0038
H: -0.0597 0.6376 1.5676
H: 0.0387 2.1593 0.9121
H: -1.4019 1.5071 1.8794
H: -2.0353 1.2807 -0.4743
H: 0.0010 0.2068 -1.9949
H: 0.3066 1.8560 -1.3117
H: 2.2531 0.8711 -0.6325
H: 1.0472 -2.2141 1.5278
H: 0.2280 -1.5072 -1.3753
H: -0.6060 -2.9122 -0.5074

The molecule's natural (NBO) atomic charges, reported in e, are given here: C -0.62; C -0.43; C -0.24; N -0.55; N -0.22; C -0.01; C -0.61; S 0.25; H 0.22; H 0.21; H 0.22; H 0.24; H 0.20; H 0.23; H 0.39; H 0.21; H 0.25; H 0.25



*x*
Molecular formula: C5H10N2S
Method: DFT, wB97M-V/def2-TZVPD

Calculated values
* gap between HOMO and LUMO: 8.5 eV
* LUMO energy: 0.9 eV
* E_HOMO: -7.64 eV

Geometry (Å):
C: -0.0502 1.7021 -0.3421
C: -0.0828 0.4333 0.4761
C: -1.6532 -0.0466 0.6992
C: -1.2666 -1.1176 -0.3615
N: 0.1589 -0.7383 -0.3836
C: 1.1656 -1.5222 -0.1185
N: 2.3426 -1.2209 0.2890
S: 3.0697 0.2416 0.1245
H: 1.0138 2.2849 -0.3665
H: -0.2197 1.6139 -1.4653
H: -0.8496 2.4231 -0.0154
H: 0.5817 0.5604 1.3114
H: -2.4646 0.6105 0.6058
H: -1.8385 -0.3126 1.7356
H: -1.6878 -0.9720 -1.3825
H: -1.3860 -2.1080 -0.1060
H: 0.8833 -2.6340 -0.0427
H: 2.2834 0.8026 -0.6573

The molecule's natural (NBO) atomic charges, reported in e, are given here: C -0.64; C -0.04; C -0.43; C -0.19; N -0.45; C 0.29; N -0.69; S 0.23; H 0.21; H 0.22; H 0.22; H 0.23; H 0.22; H 0.22; H 0.20; H 0.20; H 0.16; H 0.05



*y*
Molecular formula: C5H10N2S
Method: DFT, wB97M-V/def2-TZVPD

Calculated values
* gap between HOMO and LUMO: 9.0 eV
* LUMO energy: 0.8 eV
* E_HOMO: -8.16 eV

Geometry (Å):
C: 2.5913 -0.5710 0.5154
C: 1.2991 0.2883 0.3655
C: 0.1530 -0.4368 -0.3343
C: -1.0594 -0.8154 0.0707
N: -2.0985 -1.1142 -0.7749
H: 3.2478 0.0612 1.0974
H: 2.3570 -1.5041 1.0204
H: 2.9491 -0.7479 -0.4714
H: 0.8884 0.3882 1.3960
H: 1.4550 1.2239 -0.2068
H: 0.4184 -0.5169 -1.3871
H: -1.4160 -0.7694 1.0824
H: -2.7805 -1.8683 -0.4282
H: -1.8383 -1.3437 -1.7473
N: -1.9364 2.0618 0.7533
C: -1.3563 2.1846 -0.2912
S: -0.5741 2.3173 -1.5962
H: -2.2995 1.1624 0.9361

The molecule's natural (NBO) atomic charges, reported in e, are given here: C -0.60; C -0.42; C -0.26; C -0.04; N -0.82; H 0.21; H 0.21; H 0.20; H 0.20; H 0.22; H 0.18; H 0.18; H 0.37; H 0.38; N -0.68; C 0.23; S 0.06; H 0.41



*z*
Molecular formula: C5H10N2S
Method: DFT, wB97M-V/def2-TZVPD

Calculated values
* gap between HOMO and LUMO: 8.1 eV
* LUMO energy: -0.1 eV
* E_HOMO: -8.25 eV

Geometry (Å):
C: 0.1432 -0.8807 1.3532
C: 0.4920 0.0733 0.0882
C: 0.8227 -0.8532 -1.0943
C: 1.4661 0.8691 0.3407
C: -0.8110 0.7757 -0.0905
H: 0.1041 -0.2951 2.3312
H: -0.9400 -1.2921 1.3975
H: 0.8396 -1.8873 1.3145
H: -0.0298 -1.4195 -1.3261
H: 1.1791 -0.3042 -1.9377
H: 1.6903 -1.5811 -0.7764
H: 1.2072 1.9456 0.6438
H: -1.9015 -1.1867 -0.7504
H: -2.6829 0.6037 -0.9506
H: -1.8813 2.5844 -0.0915
N: -1.8286 0.0456 -0.4162
N: -0.9302 2.1139 0.0892
S: 3.0609 0.6888 -0.1243

The molecule's natural (NBO) atomic charges, reported in e, are given here: C -0.58; C -0.33; C -0.57; C -0.17; C 0.46; H 0.24; H 0.23; H 0.23; H 0.19; H 0.23; H 0.24; H 0.27; H 0.42; H 0.41; H 0.35; N -0.82; N -0.78; S -0.01



Quick one: least stable of them? *z*



*w*
Molecular formula: C5H10N2S
Method: DFT, wB97M-V/def2-TZVPD

Calculated values
* gap between HOMO and LUMO (alpha / beta): 8.3 / 8.3 eV
* LUMO energy (alpha / beta): 0.6 / 0.6 eV
* E_HOMO (alpha / beta): -7.61 / -7.61 eV

Geometry (Å):
C: -2.0991 0.7782 0.7840
C: -1.3225 -0.4342 0.1842
N: -0.1304 0.0140 -0.4548
C: 1.2568 -0.1052 -0.0583
C: 2.0409 -0.5698 -1.3372
C: 0.9949 -0.1265 -2.3684
N: -0.1787 0.1264 -1.8206
S: -1.5853 0.4921 -2.5598
H: -2.5674 1.4483 0.0453
H: -2.9596 0.1926 1.2545
H: -1.4931 1.3726 1.5117
H: -1.0485 -1.0736 1.0887
H: -2.0018 -1.1179 -0.3437
H: 1.4299 -0.7298 0.7407
H: 1.7309 0.9091 0.0999
H: 2.2390 -1.5782 -1.3607
H: 3.0557 -0.0705 -1.3999
H: 1.0774 -0.1635 -3.4914

The molecule's natural (NBO) atomic charges, reported in e, are given here: C -0.61; C -0.23; N -0.28; C -0.21; C -0.44; C 0.01; N -0.21; S -0.16; H 0.23; H 0.20; H 0.21; H 0.20; H 0.23; H 0.21; H 0.19; H 0.21; H 0.22; H 0.23



*x*
Molecular formula: C5H10N2S
Method: DFT, wB97M-V/def2-TZVPD

Calculated values
* gap between HOMO and LUMO: 9.3 eV
* LUMO energy: 0.6 eV
* E_HOMO: -8.77 eV

Geometry (Å):
H: -0.7419 0.9909 -2.2378
N: 0.1694 1.3874 -2.3237
C: 1.0196 0.8189 -1.5003
N: 0.7896 0.0129 -0.4506
C: 1.6706 -0.0344 0.7120
C: -0.6141 -0.1627 -0.2162
C: -1.2815 -0.6612 -1.2143
C: -1.2889 0.1479 1.1158
S: -1.4926 -1.2865 2.1334
H: 2.1670 1.3138 -1.4564
H: 1.4965 0.8188 1.5087
H: 1.6087 -1.1375 1.2065
H: 2.7290 0.2871 0.4857
H: -0.6957 -1.2604 -1.9629
H: -2.3481 -0.9518 -1.3093
H: -2.3213 0.5319 1.1145
H: -0.6863 0.7816 1.8650
H: -0.1801 -1.5968 2.5300

The molecule's natural (NBO) atomic charges, reported in e, are given here: H 0.34; N -0.70; C 0.29; N -0.49; C -0.43; C 0.16; C -0.44; C -0.60; S -0.01; H 0.17; H 0.20; H 0.22; H 0.23; H 0.22; H 0.23; H 0.26; H 0.24; H 0.12



Quick one: least stable of them? *x*



*w*
Molecular formula: C2H3NO3
Method: DFT, wB97M-V/def2-TZVPD

Calculated values
* gap between HOMO and LUMO: 11.0 eV
* LUMO energy: 0.8 eV
* E_HOMO: -10.20 eV

Geometry (Å):
O: -2.2922 -0.0080 -0.2576
C: -1.1776 0.0069 0.1126
N: -0.2918 1.2230 0.3471
O: 0.9462 0.6771 -0.3504
C: 0.8795 -0.7179 -0.0326
O: -0.5190 -1.1126 0.0918
H: -0.4276 1.8984 -0.3251
H: 1.6509 -1.3376 -0.6257
H: 1.2318 -0.6293 1.0399

The molecule's natural (NBO) atomic charges, reported in e, are given here: O -0.54; C 0.85; N -0.35; O -0.41; C 0.17; O -0.47; H 0.38; H 0.22; H 0.16



*x*
Molecular formula: C2H3NO3
Method: DFT, wB97M-V/def2-TZVPD

Calculated values
* gap between HOMO and LUMO: 9.2 eV
* LUMO energy: 0.0 eV
* E_HOMO: -9.18 eV

Geometry (Å):
O: 3.2270 0.6026 -1.2495
C: 2.9329 0.9519 -0.1903
O: 2.6936 1.3329 0.8533
C: -1.7013 -0.8432 -0.0290
N: -0.8534 0.0312 0.7796
O: -0.2650 1.0058 0.3581
H: -2.6368 -0.5372 0.3724
H: -1.8913 -0.6966 -1.0868
H: -1.5056 -1.8473 0.1922

The molecule's natural (NBO) atomic charges, reported in e, are given here: O -0.53; C 1.02; O -0.50; C -0.52; N 0.14; O -0.28; H 0.24; H 0.20; H 0.23



*y*
Molecular formula: C2H3NO3
Method: DFT, wB97M-V/def2-TZVPD

Calculated values
* gap between HOMO and LUMO: 9.0 eV
* LUMO energy: -0.8 eV
* E_HOMO: -9.85 eV

Geometry (Å):
O: 2.5355 0.3879 0.2378
C: 1.5448 -0.3131 0.0159
C: 0.1341 0.3728 -0.0545
O: -0.1019 1.5717 -0.0976
N: -0.9904 -0.4401 -0.1695
O: -2.1054 0.1755 0.3211
H: 1.6733 -1.3969 -0.3212
H: -0.9747 -1.4259 0.1202
H: -1.7153 1.0681 -0.0521

The molecule's natural (NBO) atomic charges, reported in e, are given here: O -0.44; C 0.32; C 0.52; O -0.57; N -0.32; O -0.53; H 0.15; H 0.38; H 0.49



*z*
Molecular formula: C2H3NO3
Method: DFT, wB97M-V/def2-TZVPD

Calculated values
* gap between HOMO and LUMO: 12.0 eV
* LUMO energy: 0.3 eV
* E_HOMO: -11.70 eV

Geometry (Å):
N: -0.9526 -2.3887 0.6408
C: -0.5970 -1.2933 0.5271
C: 0.0163 0.0640 -0.0743
O: 1.2179 -0.4908 -0.5526
O: 0.1990 1.0232 0.8682
O: -0.7280 0.6613 -1.0277
H: 1.4609 -0.0319 -1.3380
H: 0.1731 0.7946 1.7984
H: -0.7895 1.6616 -0.8419

The molecule's natural (NBO) atomic charges, reported in e, are given here: N -0.30; C 0.17; C 0.73; O -0.69; O -0.73; O -0.70; H 0.49; H 0.51; H 0.51



Quick one: least stable of them? *w*



*w*
Molecular formula: C2H3NO3
Method: DFT, wB97M-V/def2-TZVPD

Calculated values
* gap between HOMO and LUMO: 9.4 eV
* LUMO energy: -0.8 eV
* E_HOMO: -10.19 eV

Geometry (Å):
C: -0.2875 0.0141 -0.2097
C: 0.7235 1.1134 0.0013
N: 3.2904 -0.0116 0.1296
O: 3.9430 0.2804 -0.8500
O: 3.3804 -0.9053 0.9183
O: -0.1082 0.8670 0.9220
H: -1.0208 0.2536 -0.9135
H: 0.1396 -0.9628 -0.1277
H: 2.2270 0.4734 0.0777

The molecule's natural (NBO) atomic charges, reported in e, are given here: C -0.26; C 0.30; N 0.40; O -0.37; O -0.37; O -0.37; H 0.20; H 0.20; H 0.27



*x*
Molecular formula: C2H3NO3
Method: DFT, wB97M-V/def2-TZVPD

Calculated values
* gap between HOMO and LUMO: 9.7 eV
* LUMO energy: -0.5 eV
* E_HOMO: -10.27 eV

Geometry (Å):
C: -1.8788 0.1091 0.1869
C: -0.6854 -0.1321 -0.7295
N: 2.1304 -0.2840 0.0113
O: 2.9491 -0.4192 -0.8335
O: 2.3110 0.2146 1.1060
O: -1.0740 1.0388 -0.5689
H: -2.9884 -0.0647 -0.0996
H: -1.7948 0.0427 1.2567
H: 1.0310 -0.5051 -0.3294

The molecule's natural (NBO) atomic charges, reported in e, are given here: C -0.28; C 0.32; N 0.38; O -0.36; O -0.41; O -0.37; H 0.21; H 0.21; H 0.30



Quick one: least stable of them? *w*



*w*
Molecular formula: C2H3FO
Method: DFT, wB97M-V/def2-TZVPD

Calculated values
* gap between HOMO and LUMO: 13.0 eV
* LUMO energy: 1.0 eV
* E_HOMO: -12.00 eV

Geometry (Å):
C: -2.4676 -0.5608 -1.7504
C: 0.8497 0.3407 0.7020
O: -2.0162 -1.5444 -1.9563
F: 1.8720 1.2880 0.6592
H: 0.8597 -0.1655 -0.2727
H: 0.9685 -0.2723 1.6762
H: -0.0660 0.9143 0.9421

The molecule's natural (NBO) atomic charges, reported in e, are given here: C 0.49; C -0.14; O -0.49; F -0.38; H 0.18; H 0.17; H 0.17



*x*
Molecular formula: C2H3FO
Method: DFT, wB97M-V/def2-TZVPD

Calculated values
* gap between HOMO and LUMO: 10.8 eV
* LUMO energy: 0.7 eV
* E_HOMO: -10.16 eV

Geometry (Å):
C: 0.3831 0.3918 0.0665
C: -0.6682 -0.3541 0.0081
O: -2.2952 0.6278 -0.0264
F: -3.2643 -0.3287 0.0720
H: 1.3630 -0.0600 0.0603
H: 0.3277 1.4639 0.1275
H: -0.9853 -1.3681 -0.0648

The molecule's natural (NBO) atomic charges, reported in e, are given here: C -0.48; C 0.15; O -0.21; F -0.17; H 0.24; H 0.25; H 0.22



Quick one: least stable of them? *x*